DFT (ωB97M-V with the def2-TZVPD basis set) results for a structure of composition C25H40NP3Tb.

The highest occupied orbital energy (spin up / spin down) is -9.010 / -7.379 eV. The frontier orbital gap (spin up / spin down) is 5.392 / 3.761 eV. Its energy above the lowest of the compared OMol25 structures with the same formula, charge and spin is 744.8 kJ/mol. Its net charge is +1. As for the spin multiplicity: 7. As for the expectation value of S²: 13.026.

Last column: Mulliken spin population.
Positions of all 70 atoms, in Å:
1 C 4.582 1.742 -0.068  -0.0266
2 C 3.437 1.800 -0.886  0.0154
3 C 3.359 0.939 -1.995  0.0120
4 C 3.963 -0.353 -1.813  0.0445
5 C 4.830 -0.596 -0.694  0.0077
6 C 5.259 0.511 0.022  0.0086
7 C 3.453 -1.445 -2.583  -0.0877
8 C 2.395 -1.194 -3.517  0.0226
9 C 1.872 0.125 -3.588  -0.0163
10 C 0.508 0.253 -3.954  0.0136
11 C -0.001 -0.671 -4.875  0.0008
12 C 0.590 -1.963 -4.942  -0.0053
13 C 1.683 -2.280 -4.102  0.0154
14 H 4.869 2.616 0.541  -0.0016
15 H 5.080 -1.621 -0.386  0.0004
16 H 6.169 0.455 0.645  0.0011
17 H 3.516 -2.474 -2.121  -0.0196
18 H -0.908 -0.421 -5.474  -0.0003
19 H 0.207 -2.675 -5.667  0.0000
20 H 1.897 -3.317 -3.882  0.0044
21 N 2.592 1.183 -3.103  -0.0059
22 Tb 0.116 -0.646 0.865  6.2191
23 C 2.297 2.734 -0.505  0.0121
24 H 1.687 3.029 -1.380  0.0003
25 H 2.630 3.618 0.046  0.0027
26 C -0.388 1.266 -3.298  0.0193
27 H 0.144 2.203 -3.092  -0.0004
28 H -1.259 1.492 -3.925  0.0009
29 P 1.172 1.911 0.672  0.0429
30 P -1.041 0.614 -1.634  -0.1350
31 C -2.317 -0.556 -2.256  -0.0079
32 H -3.009 -0.827 -1.446  -0.0199
33 H -2.885 -0.081 -3.068  0.0045
34 H -1.835 -1.460 -2.642  0.0234
35 C -2.157 2.037 -1.247  -0.0158
36 H -3.054 1.981 -1.893  -0.0003
37 H -2.471 1.986 -0.191  0.0032
38 H -1.629 2.986 -1.426  -0.0025
39 C 2.124 1.627 2.194  0.1013
40 H 2.443 2.624 2.522  0.0033
41 H 1.530 1.160 3.006  -0.0051
42 H 3.013 1.015 1.999  -0.0475
43 C 0.007 3.254 1.240  -0.0059
44 H -0.718 2.848 1.973  0.0108
45 H 0.681 3.994 1.707  0.0030
46 H -0.514 3.657 0.355  -0.0018
47 H 0.222 -2.314 -0.294  -0.2519
48 H -0.503 -2.177 -0.527  0.0694
49 C -3.516 -2.750 1.002  0.0128
50 C -3.659 -1.507 1.907  0.0177
51 P -2.135 -0.582 2.072  -0.0142
52 C -2.153 0.800 3.254  -0.0071
53 C -3.060 0.417 4.421  -0.0105
54 C -0.803 -1.866 2.782  0.0006
55 C -1.288 -2.623 4.028  -0.0032
56 H -3.005 -2.540 0.047  -0.0242
57 H -4.528 -3.103 0.748  0.0012
58 H -2.986 -3.576 1.502  -0.0009
59 H -4.388 -0.790 1.470  -0.0094
60 H -3.987 -1.771 2.933  0.0051
61 H -1.126 1.047 3.588  -0.0028
62 H -2.530 1.683 2.703  -0.0053
63 H -2.675 -0.456 4.967  0.0000
64 H -3.118 1.263 5.119  0.0010
65 H -4.074 0.190 4.064  0.0009
66 H -0.586 -2.598 1.961  0.0151
67 H 0.148 -1.337 3.075  0.0158
68 H -2.275 -3.071 3.895  0.0021
69 H -0.587 -3.435 4.237  0.0014
70 H -1.306 -1.985 4.911  -0.0014